No. 1
DFT (ωB97M-V/def2-TZVPD) results for a structure of composition C4H31NO13 at a distorted geometry.

Summary:
Charge: -2
Strongest force on any atom (hartree/bohr): 0.0610
E_LUMO (eV): 5.11
HOMO energy (eV): -2.66
Gap between HOMO and LUMO (eV): 7.77

Each line ends with the natural charge from an NBO analysis.
Atoms and positions in Å:
C 0.11 1.23 -0.17  -0.235
C 1.64 1.28 -0.01  -0.466
C 2.27 -0.12 -0.41  -0.059
O 2.99 -0.70 0.63  -0.932
N -0.11 1.07 -1.66  -0.701
C -1.35 1.66 -2.10  0.100
O -2.54 1.08 -1.56  -0.908
H -0.32 2.21 0.14  0.180
H -0.29 0.41 0.48  0.212
H 2.08 2.03 -0.64  0.189
H 1.98 1.36 1.04  0.218
H 1.49 -0.80 -0.76  0.142
H 2.96 0.04 -1.26  0.142
H -0.08 0.07 -1.98  0.372
H -1.40 1.75 -3.24  0.144
H -1.55 2.71 -1.74  0.148
H -2.51 0.70 -0.01  0.502
H -3.30 0.93 1.32  0.473
O -2.57 0.45 0.95  -1.012
H 1.60 -1.32 -3.87  0.491
H 1.17 0.16 -3.49  0.486
O 1.73 -0.39 -4.08  -0.982
H -3.56 1.94 -0.72  0.509
H -3.70 3.36 0.05  0.447
O -4.22 2.65 -0.36  -1.023
H 1.84 -1.28 3.09  0.465
H 1.86 -1.23 1.59  0.520
O 1.21 -1.36 2.38  -1.016
H 4.08 0.15 1.00  0.509
H 4.31 1.75 0.61  0.441
O 4.57 1.09 1.24  -1.075
H 0.95 1.31 4.43  0.500
H 2.52 1.14 4.19  0.468
O 1.85 1.48 4.80  -1.023
H 1.30 -2.58 -1.19  0.480
H -0.18 -2.76 -1.75  0.508
O 0.77 -2.60 -1.98  -1.017
H -1.62 -3.38 -0.13  0.494
H -2.16 -2.68 -1.37  0.512
O -1.67 -3.52 -1.08  -1.031
H 0.08 1.33 2.41  0.483
H 0.52 -0.04 2.93  0.498
O 0.08 0.78 3.26  -0.991
H -2.49 -0.19 -1.82  0.502
H -1.50 -1.34 -2.59  0.439
O -2.39 -1.27 -2.22  -1.075
H -2.28 -1.21 1.41  0.511
H -0.95 -1.86 2.03  0.492
O -1.77 -2.04 1.52  -1.029

=====

No. 2
DFT (ωB97M-V/def2-TZVPD) results for a structure of composition C39H58BN8O4S2Tl.

Summary:
Charge: -2
Strongest force on any atom (hartree/bohr): 0.0075
E_LUMO (eV): 3.86
HOMO energy (eV): -2.38
Gap between HOMO and LUMO (eV): 6.24

Each line ends with the Mulliken charge.
Atoms and positions in Å:
Tl -0.54 -0.88 -0.19  0.968
C -3.42 -0.57 2.64  -1.452
C -3.53 0.73 1.84  0.523
C -4.86 1.43 2.09  -1.719
C -2.37 1.64 2.12  -0.094
C -1.94 2.18 3.35  -0.648
C -0.80 2.90 3.04  0.367
C 0.04 3.66 4.03  0.065
C 1.53 3.32 4.05  -0.876
C -0.16 5.17 3.91  -1.289
N -0.58 2.76 1.71  1.140
N -1.54 1.98 1.14  -0.754
B 0.61 3.30 0.89  -0.982
N 0.25 3.51 -0.60  0.845
N 0.35 2.47 -1.47  0.247
C 0.00 2.94 -2.65  0.057
C -0.32 4.31 -2.57  -1.110
C -0.15 4.63 -1.23  0.468
C -0.47 5.96 -0.60  0.075
C -1.55 5.84 0.47  -1.291
C 0.74 6.75 -0.10  -1.347
C 0.01 2.09 -3.89  0.132
C -0.48 0.67 -3.62  -0.809
C 1.40 2.06 -4.52  -1.138
N 1.82 2.33 1.02  1.030
N 1.63 1.06 1.47  -0.269
C 2.84 0.54 1.64  -0.697
C 3.83 1.49 1.33  -0.720
C 3.14 2.61 0.92  -0.035
C 3.65 3.92 0.39  2.045
C 5.01 4.26 0.99  -1.783
C 3.71 3.93 -1.14  -1.368
C 2.97 -0.87 2.14  2.756
C 4.18 -1.57 1.54  -1.580
C 3.02 -0.90 3.68  -1.818
H -4.25 -1.24 2.40  0.444
H -2.49 -1.09 2.43  0.329
H -3.46 -0.36 3.71  0.249
H -3.46 0.49 0.77  0.200
H -4.96 1.70 3.15  0.295
H -4.94 2.35 1.51  0.369
H -5.70 0.78 1.84  0.450
H -2.38 2.06 4.33  0.440
H -0.36 3.35 5.00  0.573
H 2.07 3.80 3.24  -0.010
H 1.97 3.67 5.00  0.603
H 1.70 2.24 3.97  -0.058
H 0.23 5.53 2.95  0.072
H -1.22 5.44 3.96  0.284
H 0.37 5.70 4.71  0.510
H 0.91 4.37 1.36  -0.227
H -0.65 4.97 -3.35  0.404
H -0.90 6.55 -1.43  0.424
H -1.21 5.24 1.32  0.181
H -1.84 6.83 0.85  0.406
H -2.44 5.35 0.07  0.366
H 1.17 6.31 0.80  0.033
H 1.51 6.79 -0.87  0.329
H 0.43 7.78 0.13  0.476
H -0.68 2.56 -4.60  0.330
H 0.22 0.13 -2.97  -0.324
H -1.45 0.67 -3.11  0.280
H -0.57 0.10 -4.55  0.482
H 2.11 1.60 -3.84  -0.074
H 1.40 1.49 -5.46  0.479
H 1.76 3.08 -4.74  0.351
H 4.91 1.36 1.37  0.290
H 2.93 4.70 0.69  -0.624
H 5.76 3.52 0.70  0.326
H 5.36 5.23 0.63  0.409
H 4.97 4.29 2.08  0.414
H 4.43 3.18 -1.50  0.269
H 2.74 3.70 -1.57  -0.039
H 4.03 4.90 -1.51  0.464
H 2.06 -1.40 1.85  -1.134
H 5.11 -1.08 1.85  0.351
H 4.22 -2.62 1.87  0.458
H 4.14 -1.56 0.45  0.147
H 3.89 -0.35 4.05  0.345
H 2.12 -0.44 4.09  0.304
H 3.07 -1.93 4.04  0.482
C 4.09 -6.77 -0.56  -1.543
C 2.93 -6.01 0.04  0.857
C 2.78 -4.65 -0.20  -0.783
C 1.69 -3.96 0.30  0.943
C 0.74 -4.62 1.07  -0.524
C 0.88 -5.97 1.31  -0.589
C 1.97 -6.67 0.80  -0.821
S -0.67 -3.71 1.71  1.146
O -1.29 -4.67 2.62  -0.873
O -0.10 -2.52 2.35  -0.544
N -1.54 -3.24 0.52  -0.225
C -1.84 -4.18 -0.55  -0.809
C -1.04 -3.94 -1.86  0.556
O -1.15 -4.82 -2.73  -0.857
O -0.36 -2.88 -1.93  -0.492
H 4.99 -6.16 -0.58  0.355
H 3.87 -7.06 -1.59  0.301
H 4.30 -7.68 0.00  0.378
H 3.52 -4.12 -0.79  0.369
H 1.58 -2.90 0.09  -0.308
H 0.13 -6.47 1.92  0.527
H 2.07 -7.73 0.99  0.323
H -2.90 -4.07 -0.83  0.364
H -1.72 -5.23 -0.27  0.282
S 4.29 -0.30 -2.82  -0.304
C 3.55 -1.79 -3.24  -0.534
C 2.42 -1.97 -2.52  -1.018
N 2.13 -0.95 -1.63  1.092
C 3.02 0.00 -1.70  -0.047
H 3.97 -2.44 -3.99  0.498
H 1.70 -2.78 -2.59  0.474
H 2.98 0.90 -1.10  -0.257

=====

No. 3
DFT (ωB97M-V/def2-TZVPD) results for a cluster of 2 separate species, C28H51Cl5NO4 in total at a distorted geometry.

Summary:
Charge: +1
Strongest force on any atom (hartree/bohr): 0.0597
E_LUMO (eV): -2.67
HOMO energy (eV): -11.00
Gap between HOMO and LUMO (eV): 8.33

Each line ends with the Mulliken charge.
Atoms and positions in Å:
C -3.52 3.17 2.57  -0.395
C -2.41 2.75 2.66  -0.339
C -0.93 2.32 2.65  -0.516
C -0.12 3.03 1.47  -0.565
C 0.08 2.01 0.26  -0.135
N 0.89 2.56 -0.87  0.482
C 1.33 1.58 -1.91  -0.255
C 1.59 0.10 -1.43  -1.321
C 2.77 -0.01 -0.36  -0.493
C 2.38 -1.23 0.60  -0.562
C 3.59 -1.75 1.48  -0.773
C 3.51 -3.33 1.57  -0.737
C 2.98 -3.84 2.99  -0.550
C 2.39 -5.31 2.86  -0.633
C 1.50 -5.73 4.10  -0.599
C 2.32 -6.06 5.41  -0.459
C 1.38 -6.41 6.63  -0.606
O 0.61 -5.24 6.97  -0.321
C -0.77 -5.53 7.21  -0.676
C 0.39 1.50 -3.18  -0.044
C -0.98 0.72 -2.95  -0.259
O -1.75 0.88 -4.14  -0.283
C -2.37 -0.33 -4.60  -0.430
C -3.97 -0.20 -4.57  -0.213
C -4.52 -0.34 -6.07  -1.213
O 0.09 2.75 -3.81  -0.275
C 0.65 3.88 -3.10  -0.344
C -0.05 5.13 -3.80  -1.034
C 0.91 5.80 -4.90  -0.394
O 0.20 6.93 -5.43  -0.534
C 0.31 3.82 -1.52  0.484
C 1.06 5.07 -0.91  -1.381
Cl -1.49 3.92 -1.45  0.037
H -4.50 3.68 2.57  0.563
H -0.47 2.67 3.61  0.409
H -0.85 1.20 2.60  0.283
H -0.63 3.98 1.18  0.447
H 0.92 3.20 1.90  0.259
H 0.60 1.16 0.79  -0.395
H -0.90 1.57 -0.07  0.275
H 1.76 2.90 -0.43  0.783
H 2.34 1.94 -2.28  0.272
H 1.96 -0.46 -2.34  0.570
H 0.66 -0.41 -1.05  0.496
H 2.78 0.91 0.31  0.158
H 3.77 -0.13 -0.84  0.556
H 1.95 -2.02 -0.09  0.356
H 1.54 -0.92 1.28  0.034
H 4.59 -1.36 1.13  0.477
H 3.44 -1.33 2.52  0.377
H 2.80 -3.78 0.81  0.379
H 4.51 -3.81 1.37  0.379
H 3.87 -3.91 3.67  0.241
H 2.16 -3.20 3.40  0.316
H 1.75 -5.43 1.94  0.393
H 3.21 -6.07 2.76  0.250
H 0.72 -4.97 4.36  0.249
H 0.97 -6.69 3.80  0.302
H 2.92 -5.16 5.73  0.260
H 2.96 -6.98 5.25  0.293
H 1.99 -6.67 7.55  0.314
H 0.74 -7.32 6.42  0.370
H -1.17 -6.39 6.62  0.317
H -1.35 -4.62 6.90  0.224
H -0.99 -5.68 8.31  0.272
H 0.96 0.88 -3.94  0.512
H -1.57 1.22 -2.12  -0.334
H -0.81 -0.33 -2.63  0.337
H -2.10 -0.42 -5.70  0.336
H -2.00 -1.27 -4.12  0.282
H -4.21 0.84 -4.23  0.208
H -4.38 -0.99 -3.90  0.277
H -5.50 0.19 -6.12  0.340
H -4.58 -1.44 -6.28  0.308
H -3.82 0.13 -6.82  0.323
H 1.76 3.89 -3.29  0.366
H -0.45 5.88 -3.07  0.426
H -0.94 4.76 -4.39  0.430
H 0.94 5.04 -5.74  0.268
H 1.92 6.05 -4.49  0.311
H -0.73 6.66 -5.54  0.336
H 0.81 5.27 0.17  0.336
H 2.18 4.92 -0.95  0.475
H 0.86 6.02 -1.46  0.416
C -6.09 0.85 0.11  0.237
Cl -5.04 0.54 -1.29  -0.032
Cl -6.48 -0.69 0.90  -0.094
Cl -5.26 1.92 1.25  -0.113
Cl -7.59 1.62 -0.45  -0.093

=====

No. 4
DFT (ωB97M-V/def2-TZVPD) results for the ion C5H9FN2O3P with charge +1 at a distorted geometry.

Summary:
Charge: +1
Strongest force on any atom (hartree/bohr): 0.1014
E_LUMO (eV): -4.22
HOMO energy (eV): -14.63
Gap between HOMO and LUMO (eV): 10.41
Structure (SMILES): C[C@@H](F)n1cc[n+](P(=O)(O)O)c1

Each line ends with the natural charge from an NBO analysis.
Atoms and positions in Å:
C -2.07 -2.39 -0.97  -0.673
C -0.56 -2.04 -1.21  0.363
F -0.17 -2.13 -2.54  -0.314
N -0.30 -0.71 -0.61  -0.323
C -1.21 0.34 -0.64  -0.022
C -0.58 1.43 0.07  -0.043
N 0.65 0.89 0.47  -0.624
P 1.71 1.93 1.42  2.427
O 1.02 2.12 2.72  -1.059
O 1.92 3.39 0.69  -0.902
O 3.14 1.21 1.68  -0.971
C 0.86 -0.40 0.04  0.277
H -2.69 -1.92 -1.78  0.241
H -2.24 -3.50 -0.98  0.264
H -2.45 -2.00 0.02  0.239
H 0.03 -2.79 -0.62  0.193
H -2.22 0.43 -1.09  0.287
H -1.03 2.42 0.22  0.285
H 1.08 3.58 0.24  0.507
H 3.33 1.15 2.64  0.555
H 1.77 -1.01 0.22  0.294